Computed, not measured: C39H30NOS5Sn as an isolated structure, with wB97M-V/def2-TZVPD.

As for the total charge: -1. Its total energy is -104476.0895 eV.

Cartesian coordinates (Å):
Sn 1.197 0.665 -0.868
S 2.043 1.328 -3.278
C 3.400 2.314 -2.759
C 3.658 3.530 -3.409
C 4.755 4.310 -3.094
C 5.646 3.900 -2.109
C 5.409 2.711 -1.443
C 4.292 1.937 -1.742
S 3.997 0.419 -0.854
C 4.291 1.011 0.837
C 3.634 0.138 1.873
C 4.170 0.101 3.155
C 3.478 -0.580 4.137
C 2.295 -1.214 3.802
C 1.848 -1.151 2.489
C 0.557 -1.803 2.104
S -0.798 -0.597 1.894
C -0.769 0.196 3.486
C -1.389 -0.488 4.533
C -1.408 0.015 5.820
C -0.798 1.251 6.047
C -0.200 1.941 5.018
C -0.152 1.459 3.683
S 0.603 2.405 2.451
N 2.512 -0.484 1.542
H 2.962 3.847 -4.174
H 4.914 5.246 -3.615
H 6.515 4.497 -1.865
H 6.103 2.374 -0.683
H 5.362 1.065 1.031
H 3.871 2.018 0.910
H 5.092 0.623 3.373
H 3.848 -0.605 5.155
H 1.703 -1.730 4.546
H 0.661 -2.307 1.143
H 0.259 -2.523 2.867
H -1.856 -1.443 4.316
H -1.892 -0.529 6.622
H -0.799 1.679 7.044
H 0.264 2.902 5.204
C 1.122 -1.497 -1.310
C 0.760 -2.555 -1.784
C 0.303 -3.801 -2.324
C -0.891 -4.372 -1.874
C -1.343 -5.570 -2.404
C -0.613 -6.220 -3.390
C 0.574 -5.660 -3.843
C 1.030 -4.463 -3.317
H -1.457 -3.860 -1.107
H -2.271 -5.998 -2.046
H -0.969 -7.155 -3.804
H 1.148 -6.160 -4.614
H 1.951 -4.018 -3.670
O -1.115 0.385 -2.336
S -2.088 -0.046 -1.281
C -3.635 -0.350 -2.136
C -4.527 -1.267 -1.606
C -5.718 -1.517 -2.276
C -5.989 -0.865 -3.470
C -5.073 0.036 -4.001
C -3.887 0.297 -3.336
C -2.552 1.437 -0.386
C -3.386 1.333 0.718
C -3.590 2.448 1.512
C -2.955 3.645 1.204
C -2.129 3.734 0.096
C -1.918 2.622 -0.709
H -4.290 -1.781 -0.682
H -6.425 -2.230 -1.873
H -6.913 -1.068 -3.996
H -5.285 0.532 -4.940
H -3.143 0.976 -3.734
H -3.842 0.384 0.975
H -4.217 2.375 2.391
H -3.079 4.502 1.853
H -1.616 4.659 -0.128
H -1.249 2.659 -1.560